Entry 1:
A structure of composition C42H42IrN3S4Si2, computed with ωB97M-V/def2-TZVPD.

The spin multiplicity is 2. The charge is -1. As for the energy above the lowest of the compared OMol25 structures with the same formula, charge and spin: 342.1 kJ/mol. The electronic energy is -110643.620 eV.

Geometry as XYZ:
```
94
Properties=species:S:1:pos:R:3:forces:R:3
Si 0.0721 -2.4231 0.3663 0.1752 0.1377 -0.0174
C 0.9283 -3.0016 1.9606 -0.0197 -0.0047 0.0430
C -6.0108 -0.9562 2.5263 0.0070 0.0075 -0.0098
C -0.1891 -0.2845 -3.7434 0.1078 0.0042 -0.1327
H 2.1563 -2.4465 -1.0165 -0.0261 0.0081 -0.0098
C 7.3704 -4.0922 -0.3576 -0.0061 0.0184 0.0084
S 7.4229 1.1476 1.0776 0.0159 -0.0580 -0.0148
H 9.1214 -3.4541 0.7073 0.0019 -0.0080 -0.0070
C 2.3722 1.3431 5.4387 0.0014 0.0051 0.0470
C -6.6841 -0.8747 1.3165 -0.0074 -0.0067 0.0119
C -5.9664 -0.5570 0.1727 0.0246 -0.0017 0.0052
C 1.1003 1.8322 7.4205 -0.0135 -0.0021 0.0179
H 0.9957 1.7986 8.4973 0.0026 0.0040 0.0025
N 4.1534 -0.9770 1.6630 0.1353 0.0535 -0.0561
N -1.7190 -0.6807 -1.8339 -0.0344 -0.0005 0.1971
C -2.2240 1.8551 1.9331 -0.0616 0.0233 0.0619
H 2.1597 -1.0815 -4.6356 -0.0072 -0.0087 -0.0030
C -1.3735 -3.6769 0.2289 -0.1060 0.0150 -0.0388
C -1.4718 -0.4744 -3.2356 -0.1881 0.0034 0.0148
H 4.6002 0.4181 -1.4786 0.0034 0.0067 0.0032
C -1.2136 0.0228 -5.9524 0.0164 -0.0108 0.0031
C 1.2430 -3.0487 -0.9972 0.0870 -0.1031 0.0718
S 4.6274 1.5053 2.0388 0.0168 0.0189 0.0057
C -2.4780 -0.1995 -5.4262 -0.0006 0.0072 0.0054
C -2.1374 -5.9845 0.0717 -0.0023 0.0135 0.0032
C -3.4640 -5.5677 0.0347 -0.0030 -0.0038 -0.0055
H -4.7772 -3.8631 0.0761 -0.0079 -0.0017 -0.0010
H -2.9448 -2.2410 0.2570 -0.0512 -0.0345 -0.0232
H 0.3626 -2.7198 2.8508 0.0380 -0.0160 0.0102
H -1.0849 0.2419 -7.0052 -0.0065 0.0067 0.0001
C -1.6427 -0.7691 3.3803 0.0464 -0.0342 -0.0017
S 1.4724 2.0130 2.8908 0.1802 -0.1802 -0.0837
C 6.1451 -1.8778 0.7537 0.0174 0.0305 -0.0503
N 5.4688 -0.7517 1.3179 -0.0245 -0.0680 0.1010
C -4.6406 -0.7309 2.5832 0.0016 -0.0847 -0.0324
H 0.8581 0.2142 -5.5435 0.0016 0.0065 -0.0074
H -1.9894 -1.6413 -1.6386 0.0182 0.0074 -0.0468
H -1.2878 2.4049 2.0245 0.0621 0.0085 0.0293
H -6.5525 -1.1998 3.4333 -0.0059 -0.0003 -0.0027
C 5.4156 -2.7158 -0.0807 0.0333 0.0215 -0.0338
Ir -0.3124 -0.2159 -0.0458 -0.5005 -0.0075 -0.6800
H 8.0244 -1.4760 1.6991 0.0023 0.0053 -0.0068
H -2.1698 -0.3058 4.2201 -0.0469 0.0562 -0.0611
H 4.3848 -0.7411 -3.6845 -0.0010 0.0107 0.0021
H -2.4956 -0.0975 -1.5480 -0.0239 -0.1101 -0.0794
H -3.3601 -0.1710 -6.0530 0.0024 -0.0051 -0.0048
H -0.5766 2.8139 4.6410 0.0004 -0.0091 -0.0081
H 1.5189 -4.0937 -0.8162 0.0293 -0.0015 -0.0371
H -2.8132 2.0016 2.8465 0.0101 0.0480 -0.0141
C 2.2347 1.3036 6.8170 0.0054 0.0108 -0.0403
C -2.5888 -0.4382 -4.0714 -0.0077 0.0127 0.0256
H 3.2561 0.9386 4.9617 0.0020 -0.0081 0.0000
H -3.5637 -0.6036 -3.6249 -0.0015 -0.0086 -0.0066
C -3.7515 -4.2136 0.0925 0.0132 -0.0067 0.0016
H -6.4705 -0.4822 -0.7840 -0.0027 0.0022 -0.0013
Si -1.9792 -0.0288 1.6489 0.3140 -0.0246 0.0425
H -0.7953 2.7885 7.1094 -0.0019 0.0008 0.0054
C -3.8789 -0.4253 1.4484 -0.0482 0.0058 0.1283
H -1.9157 -1.8305 3.3559 0.0439 -0.0036 0.0565
H -4.2628 -6.2964 -0.0365 -0.0015 -0.0017 0.0016
H 7.8524 -4.9567 -0.7957 -0.0001 -0.0050 0.0028
C 2.2439 -0.6193 -3.6594 0.0187 0.0122 0.0200
C 7.4758 -2.1357 1.0450 -0.0353 -0.0265 0.0283
H -2.7918 2.3000 1.1103 0.0156 -0.0260 -0.0228
C -1.1144 -5.0524 0.1658 -0.0063 -0.0019 -0.0032
C -4.5970 -0.3381 0.2511 0.0089 0.0735 0.0226
C 3.5077 -0.4277 -3.1306 0.0158 -0.0382 -0.0517
C 3.5949 0.1125 2.0435 -0.1346 -0.0728 0.0049
S 1.8583 0.0846 2.3003 -0.1726 0.3621 0.1957
H 1.9457 -2.6157 2.0597 -0.0044 -0.0001 -0.0390
C 2.4677 0.4744 -1.1828 -0.0597 0.1035 0.1033
H 3.0178 0.8647 7.4217 0.0017 -0.0056 0.0010
H -1.9014 -7.0417 0.0287 -0.0031 -0.0044 -0.0026
C 0.2178 2.4163 5.2603 0.0215 -0.0208 0.0690
C 6.0366 -3.8233 -0.6334 -0.0190 -0.0103 -0.0153
H -4.0853 -0.0922 -0.6709 0.0010 0.0386 -0.0227
C 8.0828 -3.2489 0.4815 0.0146 0.0116 0.0139
C 3.6232 0.1923 -1.8956 -0.0353 0.0040 0.0206
C 0.0970 2.3907 6.6435 -0.0075 0.0041 -0.0233
C 1.3606 1.8975 4.6646 -0.0248 -0.0339 -0.1218
H 2.5822 0.9281 -0.2052 0.0089 -0.0396 0.0008
C 1.0829 -0.2602 -2.9584 -0.0543 0.1513 -0.0191
C 5.9379 0.5119 1.4366 -0.0386 0.0779 -0.0143
H 1.0058 -4.0936 1.9405 -0.0412 -0.0027 -0.0065
C -2.7125 -3.2936 0.1866 0.0815 0.0221 -0.0020
H 0.7930 -2.9810 -1.9900 -0.0283 0.0070 0.0018
C 1.1575 0.1949 -1.6217 0.2643 -0.3512 0.4571
H 4.3782 -2.4945 -0.2922 0.0105 -0.0013 0.0076
H -0.0900 -5.4087 0.1924 0.0074 0.0046 0.0034
C -0.1105 -0.0139 -5.1224 0.0071 0.0011 0.0178
H -7.7510 -1.0555 1.2654 -0.0007 0.0036 -0.0027
H -0.5736 -0.7252 3.6063 -0.0121 0.0262 -0.0074
H -4.1505 -0.8096 3.5454 -0.0081 -0.0091 -0.0027
H 5.4701 -4.4740 -1.2867 -0.0006 0.0003 -0.0021
```
Forces are in eV/Å.

***

Entry 2:
A structure of composition C42H42N2O4P2PbSi2, computed with ωB97M-V/def2-TZVPD.

The charge is -2. As for the energy above the lowest of the compared OMol25 structures with the same formula, charge and spin: 87.4 kJ/mol. The electronic energy is -94990.463 eV.

Geometry as XYZ:
```
95
Properties=species:S:1:pos:R:3:forces:R:3
C -5.0320 3.1295 -3.5226 -0.0141 0.0079 -0.0225
H -5.7217 3.7333 -4.1005 -0.0016 0.0050 0.0039
H 6.2449 2.6548 1.6212 0.0482 0.0244 -0.0446
Si 1.1809 3.0342 0.2310 0.1405 -0.0490 0.2474
C 4.2880 -3.0323 0.6821 -0.4053 -0.0955 -0.5790
C -2.7202 0.5064 1.6698 0.0237 -0.0470 0.0187
H -2.3713 -3.0856 1.3215 0.0034 0.0067 0.0187
H 4.8206 1.3494 4.2586 0.0136 -0.0334 0.0076
C -3.4333 -5.6956 -0.5667 -0.0019 -0.0047 -0.0069
C -5.0146 -1.0075 1.2842 0.0004 -0.0215 0.0022
O 0.5276 -0.1655 2.4194 0.1756 0.0913 0.0027
H 2.8883 7.7875 0.5298 0.0029 0.0117 -0.0044
C -2.4923 -3.7348 0.4593 -0.0112 -0.0062 0.0094
C -4.3054 0.9769 -2.7359 -0.0381 -0.0213 -0.0196
C 3.1472 -2.7515 -2.6814 -0.0090 0.0103 -0.0021
H -2.2677 3.4123 -1.5875 0.0499 0.0107 0.0127
Si 3.8329 2.3079 2.1927 -0.1095 -0.0284 -0.1191
H 0.6122 -4.3192 -1.0926 -0.0061 -0.0031 -0.0151
H -1.2835 3.1175 0.8969 -0.0304 -0.0588 -0.0563
P -0.9166 -1.8232 -0.7083 -0.0210 -0.1569 -0.1083
C 4.2052 5.1757 2.2318 -0.0171 -0.0136 -0.0371
C -1.6652 -0.9151 -3.2579 -0.1077 -0.0530 -0.0434
H 0.8694 -5.9105 2.1344 0.0015 0.0139 -0.0048
C 2.4094 4.4142 0.8040 -0.0437 -0.0015 -0.0285
C 0.8808 3.4644 -1.6100 0.0149 0.0271 -0.0657
H 5.3032 2.3351 0.1608 -0.0250 0.0163 -0.0348
H -5.8918 -1.6261 1.1333 -0.0142 -0.0050 0.0040
C -5.1880 1.7485 -3.4739 0.0004 0.0155 0.0208
H -5.2372 -0.9269 3.4209 -0.0128 -0.0056 0.0123
C 1.3761 -1.2069 -2.1754 -0.0563 0.0080 0.0085
H -0.5604 4.7364 0.8665 -0.0087 0.0393 -0.0072
C -3.9857 3.7273 -2.8386 0.0055 -0.0120 0.0048
H -2.8848 -6.0295 -2.6178 -0.0042 -0.0076 -0.0076
H -2.3137 -0.1898 -3.7510 0.0231 -0.0299 0.0090
H 2.8481 -4.7592 -1.9970 0.0163 -0.0124 0.0052
H 1.8290 3.4316 -2.1536 0.0184 0.0072 -0.0337
H -6.0015 1.2738 -4.0098 -0.0023 0.0036 -0.0091
P -2.0080 0.6746 -0.9985 0.0163 0.1780 -0.0088
O -0.9294 -1.5961 3.3104 -0.1372 -0.0019 0.0752
H -1.7777 1.0124 1.8312 0.0610 0.0598 0.0222
H 3.1464 -5.4333 1.1436 -0.0011 -0.0115 -0.0192
H 4.1482 -2.9406 -3.0449 0.0151 -0.0073 0.0125
C 2.2499 5.7404 0.3835 -0.0149 -0.0193 0.0078
H 0.2106 2.7379 -2.0755 -0.0404 -0.0368 0.0069
C -4.2404 -0.6358 0.2009 -0.0156 0.0131 -0.0213
Pb 2.3035 0.4114 0.9180 -0.1441 0.0283 -0.2799
C -3.0998 0.1475 0.3840 0.0104 -0.0138 -0.0486
C 1.1524 -3.5178 -1.5814 0.0300 -0.0314 0.0629
H -0.2162 3.6259 2.2017 -0.0289 0.0160 0.0342
N -1.8750 -0.8726 -1.8164 0.2427 0.1084 0.1682
C -3.0950 2.9470 -2.1104 -0.0453 0.0214 0.0081
C 2.4156 -3.7728 -2.0987 -0.0090 0.0133 0.0146
C 3.0410 6.7688 0.8717 0.0100 0.0088 0.0059
O 4.9415 -4.0526 0.3694 0.1640 -0.0578 0.1541
H 0.4465 4.4607 -1.7545 -0.0112 0.0342 -0.0049
C 0.1182 -1.3323 2.7081 -0.0207 -0.0969 -0.0308
C -0.3803 3.6861 1.1230 -0.0245 -0.0284 0.0195
H 5.7484 0.9932 1.2089 0.0159 -0.0413 0.0423
C 3.4212 4.1252 1.7374 0.0236 0.0046 0.0424
H -4.4316 -0.0987 -2.7071 0.0160 0.0105 -0.0156
C 0.6124 -2.2341 -1.6139 -0.0340 -0.0253 -0.0948
H -4.4970 -0.9902 -0.7895 -0.0164 0.0132 0.0269
H 3.2036 -0.6548 -3.1337 0.0078 0.0100 0.0003
C -1.8381 -3.4110 -0.7268 -0.0096 0.0516 0.0161
C -3.2500 1.5656 -2.0391 -0.0015 -0.1337 -0.0464
H 4.6506 7.2778 2.2068 -0.0005 0.0033 0.0030
H -0.5226 -3.9432 2.8791 -0.0345 -0.0051 0.0169
C 0.4555 -3.8233 2.4389 0.0371 0.0147 -0.0376
C -1.9869 -4.2498 -1.8312 0.0109 -0.0041 -0.0258
H -0.6361 -0.7082 -3.5596 0.0166 0.0152 -0.0115
O 4.5169 -1.8373 0.4313 0.2125 0.1280 0.2114
C 0.9659 -2.5402 2.2787 -0.1013 0.0714 0.0189
C 2.4830 -4.6496 1.4809 0.0528 0.0283 0.0151
C 1.2356 -4.8937 2.0279 -0.0220 -0.0235 0.0119
C -3.2863 -4.8727 0.5390 -0.0024 0.0108 0.0076
C -3.4938 0.1260 2.7602 -0.0020 -0.0113 0.0261
C 5.4397 2.0400 1.2038 0.0427 0.0144 0.0561
C 4.3926 2.3212 4.0051 0.0186 -0.0555 0.0342
H -3.8503 4.8007 -2.8781 -0.0043 0.0205 0.0002
H 3.5687 2.5108 4.6936 -0.0527 0.0254 0.0060
H 5.1634 3.0808 4.1674 0.0277 0.0151 0.0440
C -4.6451 -0.6155 2.5688 -0.0035 -0.0013 -0.0100
H -3.7860 -5.1132 1.4692 -0.0080 -0.0076 0.0117
H 4.9887 4.9688 2.9535 0.0296 -0.0224 0.0349
C 4.0246 6.4843 1.8111 0.0057 0.0333 0.0058
H -4.0491 -6.5853 -0.5049 -0.0032 -0.0035 -0.0001
H 1.0222 -0.1823 -2.1375 -0.0572 0.0092 -0.0037
H -3.1545 0.3659 3.7577 0.0206 0.0001 0.0177
C -2.7810 -5.3830 -1.7546 -0.0098 -0.0091 0.0104
H -1.4578 -4.0266 -2.7502 0.0046 0.0040 0.0055
H -1.9317 -1.9057 -3.6347 0.0173 -0.0114 0.0067
H 1.4730 5.9795 -0.3371 -0.0163 0.0061 -0.0212
C 2.9202 -3.3323 1.3510 0.1256 -0.1231 0.1303
C 2.6176 -1.4697 -2.7281 0.0542 -0.0020 0.0615
N 2.1650 -2.3161 1.7531 -0.0154 0.1813 0.0861
```
Forces are in eV/Å.